1.
Molecular formula: C12H13ClO2Os
Method: DFT, ωB97M-V with the def2-TZVPD basis set

Results
⟨S²⟩ = 6.028
LUMO (spin up / spin down) = 0.2 / -2.1 eV
Multiplicity = 5
Maximum force = 10.98 eV/A

```
29
Properties=species:S:1:pos:R:3:forces:R:3:lowdin_charge:R:1
C 0.7274 -1.1744 -2.3609 1.233 -0.901 -1.631 -0.260
C -0.6644 -1.2341 -2.6149 -1.651 -1.795 -1.321 -0.205
C -1.2730 -1.9246 -1.5213 -1.238 -1.963 -2.192 -0.250
H -1.1730 -0.7940 -3.4629 0.007 0.050 0.219 0.124
C -0.2353 -2.3539 -0.6347 0.166 -1.912 0.562 -0.231
C 0.9969 -1.8806 -1.1621 2.077 -3.777 -0.706 -0.266
H 1.9832 -2.0758 -0.7770 -0.094 0.206 0.146 0.121
H 1.4747 -0.6816 -2.9714 -0.196 0.040 0.188 0.131
H -2.3345 -2.1301 -1.4069 0.296 0.155 -0.006 0.124
H -0.3578 -2.9511 0.2667 -0.002 0.278 -0.300 0.131
Os -0.1926 -0.2916 -0.7803 -0.562 9.888 4.732 1.378
Cl 0.4348 1.8226 -1.4977 0.050 0.033 -0.076 0.132
C -1.3916 2.1421 1.3987 -0.370 -0.470 0.079 -0.112
C -1.3809 0.8095 1.8867 -0.152 1.827 0.062 -0.084
C -2.0324 -0.0284 0.9180 -0.161 -0.060 -1.809 -0.196
H -1.0124 0.4831 2.8558 0.024 0.073 -0.385 0.114
C -2.4082 0.8078 -0.1959 0.247 -1.686 0.799 -0.207
C -2.0176 2.1525 0.1193 0.259 0.481 1.447 -0.158
H -2.2178 3.0419 -0.4775 0.160 -0.425 0.110 0.105
H -1.0155 3.0284 1.9292 -0.097 -0.644 -0.415 0.109
H -2.3540 -1.0604 1.0707 0.076 0.471 0.020 0.106
H -3.0539 0.4937 -1.0148 0.200 0.199 0.258 0.105
C 3.1155 0.8208 1.9815 0.003 0.034 0.359 -0.010
C 2.3354 0.2023 0.8442 0.303 -0.209 -0.763 -0.703
O 2.9306 0.0667 -0.2341 -0.710 -0.040 0.519 -0.039
O 1.1077 -0.1731 1.0892 0.363 0.244 0.133 -0.194
H 3.8732 0.0931 2.2928 -0.102 0.136 0.012 0.083
H 2.4922 1.0800 2.8363 -0.009 -0.053 -0.030 0.069
H 3.6432 1.7096 1.6233 -0.119 -0.182 -0.011 0.083
```
Positions in Å, forces in eV/Å.



2.
Molecular formula: C12H13N3O4ReS4Sb
Method: DFT, ωB97M-V with the def2-TZVPD basis set

Results
⟨S²⟩ = 2.435
LUMO (spin up / spin down) = -2.8 / -2.1 eV
Multiplicity = 3
ΔE to the lowest compared entry with this formula, charge and spin = 97.71 kcal/mol
Maximum force = 2.88 eV/A

```
38
Properties=species:S:1:pos:R:3:forces:R:3:nbo_charge:R:1
Re 0.7003 -1.7785 -1.5758 0.432 -2.757 0.699 1.149
S -0.6293 -4.4025 1.9662 0.262 -0.343 -0.728 -0.768
Sb 0.1226 -4.9266 -0.0962 -0.170 1.300 0.531 1.087
S -1.0914 -3.2266 -1.6484 0.226 0.632 -0.468 -0.430
S 2.0909 -3.3064 -0.5781 -0.175 0.609 -0.494 -0.374
C -2.8933 1.3584 2.6219 0.125 -0.095 -0.215 -0.605
C -1.7416 0.9713 1.7229 -0.108 0.106 0.165 -0.048
C -0.3306 1.5895 2.1704 -0.348 -0.311 0.034 -0.279
C 0.3453 2.2972 1.0890 0.827 0.474 0.251 -0.059
C 0.4381 1.3020 0.0045 0.247 -0.488 -1.179 -0.403
C -0.9589 1.3236 -0.5686 -0.347 -0.006 -0.163 -0.197
C -1.9857 1.1980 0.2666 0.078 0.097 0.005 -0.170
S 1.6486 1.4736 -1.3556 -0.381 0.508 1.201 2.338
O 1.1328 2.3902 -2.3285 -0.144 -0.080 -0.166 -0.926
O 2.9255 1.7500 -0.7702 0.187 -0.184 0.011 -0.923
N 1.6687 -0.0752 -1.9833 -1.186 -0.032 0.885 -0.894
C 2.3965 -0.0608 -3.2134 0.827 -0.452 -1.699 -0.389
C 2.0650 -1.3431 -4.0435 1.665 2.161 -0.869 0.795
O 2.5633 -1.5124 -5.1272 -0.189 -0.120 0.261 -0.576
O 1.2416 -2.1169 -3.4463 -1.234 -1.353 0.481 -0.698
H -2.6331 1.1798 3.6622 -0.041 0.008 0.143 0.215
H -3.7691 0.7623 2.3769 -0.203 -0.028 0.018 0.218
H -3.1337 2.4116 2.4937 -0.071 0.092 0.046 0.224
H -0.3898 2.1002 3.1236 0.007 0.046 0.102 0.241
H 0.3851 3.3596 0.9539 0.027 0.236 -0.135 0.226
H -1.0518 1.5265 -1.6238 -0.216 0.008 -0.137 0.252
H -3.0069 1.2377 -0.0750 -0.193 0.037 -0.182 0.227
H 3.4795 -0.0643 -3.0303 -0.163 0.025 -0.045 0.239
H 2.1554 0.8306 -3.8096 0.081 -0.316 0.005 0.248
N -1.0525 -1.3074 0.8222 0.558 -0.204 -0.532 -0.341
C -1.1704 -0.4736 1.9754 0.114 0.364 0.169 -0.075
C 0.2139 0.1444 2.1531 0.169 -0.151 0.163 -0.216
C 0.7762 -0.0201 0.7363 0.470 0.354 0.392 -0.086
N 0.0629 -1.1126 0.1009 -1.349 0.156 1.512 -0.216
H -1.6679 -2.0743 0.5821 0.245 -0.079 -0.171 0.453
H -1.6231 -1.0068 2.8078 0.026 -0.049 0.002 0.243
H 0.8636 -0.1999 2.9491 0.081 -0.085 -0.001 0.245
H 1.8535 -0.1986 0.6951 -0.135 -0.083 0.109 0.273
```
Positions in Å, forces in eV/Å.



3.
Molecular formula: C12H13N4S5W
Method: DFT, ωB97M-V with the def2-TZVPD basis set

Results
⟨S²⟩ = 3.795
LUMO (spin up / spin down) = -7.2 / -8.3 eV
Multiplicity = 4
ΔE to the lowest compared entry with this formula, charge and spin = 0.00 kcal/mol
Net charge = +2
Maximum force = 1.68 eV/A

```
35
Properties=species:S:1:pos:R:3:forces:R:3:nbo_charge:R:1
W -0.5368 -0.0822 -0.2927 0.347 -0.168 0.017 0.951
C -1.1232 0.4359 -5.4957 0.636 0.113 -0.179 -0.761
S -0.9893 -1.2844 -4.9829 0.084 0.351 0.299 0.440
C -0.6707 -1.0625 -3.2933 -0.040 0.001 -0.437 -0.074
S -0.6822 0.5516 -2.5975 -0.001 0.133 0.361 -0.037
N -0.4153 -2.1528 -2.6522 0.390 -0.111 1.629 -0.340
N -0.1861 -1.9274 -1.2738 -0.131 -0.170 -0.994 -0.322
C 0.2962 -2.9195 -0.5968 -0.366 0.713 -0.007 0.137
C 0.4484 -2.7194 0.8415 0.237 0.143 0.304 0.127
C 0.9575 -3.7138 1.6566 0.120 -0.661 -0.774 -0.170
C 1.0798 -3.5232 3.0260 -0.223 0.359 -0.158 -0.102
C 0.6957 -2.3014 3.5368 -0.422 0.262 -0.356 -0.205
C 0.2084 -1.3287 2.6606 0.116 -0.626 -0.001 0.087
N 0.0768 -1.4999 1.3421 0.143 -0.559 -0.180 -0.516
H -1.2963 0.4106 -6.5619 -0.085 -0.022 -0.266 0.263
H -0.1896 0.9843 -5.3073 -0.283 -0.263 -0.115 0.239
H -1.9425 0.9287 -5.0049 -0.386 0.144 0.095 0.235
H 0.5497 -3.8402 -1.1059 -0.025 -0.117 0.056 0.257
H 1.2408 -4.6519 1.1633 -0.086 0.332 0.432 0.257
H 1.4238 -4.2995 3.6796 0.204 -0.311 0.102 0.260
H 0.6873 -2.0958 4.5975 0.165 0.029 -0.009 0.260
H -0.1190 -0.3996 3.0513 -0.198 0.743 0.271 0.213
S 1.9894 0.8747 -0.1278 -0.062 -0.020 0.169 0.054
C 1.3770 2.1222 0.8072 -0.410 0.174 -0.354 -0.010
N 1.7404 3.3622 1.0435 0.914 0.014 -0.568 -0.524
C 0.7740 4.2418 1.7206 -0.032 0.226 0.130 -0.236
C -0.6017 3.6074 1.4826 -0.346 0.412 -0.011 -0.517
S -0.2288 1.8404 1.4641 -0.239 -0.390 0.356 0.382
H 2.6290 3.7289 0.6707 -0.617 -0.274 0.303 0.459
H 0.8273 5.2544 1.2881 -0.013 -0.455 0.196 0.265
H 0.9928 4.2930 2.7946 0.064 0.018 -0.249 0.239
H -1.0405 3.8689 0.5254 0.037 0.161 -0.099 0.253
H -1.3075 3.8450 2.2834 0.166 -0.141 -0.128 0.280
S -4.0797 -0.3128 -0.1366 -0.769 -0.042 -0.035 0.563
C -2.5852 -0.2350 -0.2060 1.114 0.000 0.201 -0.408
```
Positions in Å, forces in eV/Å.



4.
Molecular formula: C12H13NO
Method: DFT, ωB97M-V with the def2-TZVPD basis set

Results
LUMO = 0.5 eV
Multiplicity = 1
ΔE to the lowest compared entry with this formula, charge and spin = 214.72 kcal/mol
Maximum force = 16.46 eV/A

```
27
Properties=species:S:1:pos:R:3:forces:R:3:nbo_charge:R:1
C -4.1999 0.3442 0.8738 -3.780 -0.406 -1.943 -0.335
C -2.2918 0.2096 -0.3194 -0.854 9.532 -8.291 0.272
C -1.3838 0.9350 -1.2445 1.586 -4.185 2.010 -0.190
C -0.0361 0.5285 -1.2529 -4.380 2.376 2.379 -0.162
C 0.6503 -0.0664 -0.1351 -5.397 -1.220 -2.812 -0.098
C 1.9506 -0.4206 -0.2149 1.902 3.941 -3.674 -0.008
C 2.5929 0.4483 -1.5523 2.415 -1.376 -2.402 -0.239
C 2.4448 -1.0431 0.8565 4.637 -3.264 0.768 -0.223
C 1.6713 -1.4060 1.9569 -5.944 -0.476 -3.870 -0.206
C 0.2259 -1.5756 1.7024 1.191 2.667 0.665 -0.172
C -0.3280 -0.7725 0.5630 2.784 -1.333 4.018 -0.001
C -1.7069 -0.5113 0.4368 3.601 -12.312 10.310 -0.303
H -5.2199 0.9995 0.6399 2.596 -1.296 1.894 0.216
H -3.5413 0.4781 1.9593 -2.362 -0.806 -3.232 0.241
H -4.6494 -0.7000 0.2968 1.279 1.725 3.368 0.208
H -1.9652 1.4972 -1.8822 -0.194 1.619 -1.956 0.214
H 0.5404 1.0712 -1.8399 1.783 2.212 -2.761 0.185
H 3.5958 -0.2419 -2.0236 -2.944 1.971 1.385 0.179
H 1.7781 0.6747 -2.5909 3.193 -1.545 3.410 0.220
H 3.6412 1.6711 -0.2476 -1.676 0.783 -1.956 0.350
H 3.7524 2.2308 -1.7539 0.198 -0.057 -0.951 0.358
H 3.4557 -1.7290 0.8753 -1.848 2.681 -0.303 0.216
H 2.1423 -1.9297 2.6691 1.335 -1.665 2.880 0.201
H -0.4719 -1.9737 2.5087 1.037 0.309 -1.265 0.214
H -2.2131 -1.3628 1.1213 0.354 2.475 -1.204 0.205
N 3.0380 1.8781 -1.1476 0.599 -3.067 3.214 -0.845
O -3.4722 0.7665 -0.2549 -1.113 0.716 0.320 -0.497
```
Positions in Å, forces in eV/Å.



5.
Molecular formula: C12H13NO2
Method: DFT, ωB97M-V with the def2-TZVPD basis set

Results
LUMO = 0.7 eV
Multiplicity = 1
ΔE to the lowest compared entry with this formula, charge and spin = 76.00 kcal/mol
Maximum force = 4.61 eV/A

```
28
Properties=species:S:1:pos:R:3:forces:R:3:nbo_charge:R:1
C -0.4603 1.0422 -0.5515 4.140 1.500 1.378 0.279
C 0.8678 1.6392 -0.1735 -2.190 -0.598 -1.589 -0.199
C 2.0937 0.9505 -0.2254 -3.680 0.595 -0.040 -0.112
C 3.4425 1.2566 0.2428 1.940 -0.156 1.142 -0.448
C 3.9889 -0.2536 0.4740 2.187 0.424 0.772 -0.069
C 1.9303 -0.3882 -0.4661 -0.859 -2.006 -0.139 0.312
C 0.7265 -1.0424 -0.8427 2.782 0.260 0.415 -0.258
C -0.4260 -0.3109 -0.8536 -2.316 0.354 0.509 -0.099
C -1.7173 -1.0748 -0.9388 0.478 -0.857 -3.210 -0.428
C -2.3518 -1.4820 0.3587 -0.107 -1.405 -0.034 -0.383
C -2.9403 -0.3405 1.1716 0.591 0.400 0.125 -0.535
C -3.9809 0.3581 0.4435 -0.322 1.041 -1.753 0.308
H -2.4332 1.5522 -0.5247 1.552 0.316 -0.187 0.506
H 0.7678 2.6808 0.0475 0.338 0.568 0.295 0.213
H 4.0542 1.8900 -0.4232 -0.235 -0.631 -0.173 0.228
H 3.4351 1.8583 1.1817 -0.041 -0.726 -0.395 0.226
H 5.0451 -0.5992 0.1241 -1.834 1.200 -0.406 0.194
H 4.1705 -0.4769 1.5602 -1.026 0.300 -0.570 0.177
H 0.7274 -2.1242 -1.0674 0.014 0.751 0.361 0.226
H -2.4162 -0.4804 -1.5911 0.248 -0.712 0.626 0.220
H -1.4442 -2.0339 -1.5609 -0.859 1.620 1.163 0.222
H -3.1493 -2.2258 0.0405 0.793 0.713 0.972 0.222
H -1.5756 -1.9659 1.0140 -0.822 0.164 -0.663 0.225
H -3.2186 -0.6969 2.1337 -0.601 -0.200 0.770 0.253
H -2.1928 0.4540 1.3441 -0.016 -0.418 0.053 0.270
N -4.4431 0.9985 -0.4103 -0.050 -0.829 1.290 -0.353
O -1.5109 1.9288 -0.4284 -0.748 -0.939 -0.301 -0.705
O 3.0109 -1.1133 -0.0788 0.644 -0.729 -0.414 -0.492
```
Positions in Å, forces in eV/Å.



6.
Molecular formula: C12H13NO3S
Method: DFT, ωB97M-V with the def2-TZVPD basis set

Results
LUMO = 0.5 eV
Multiplicity = 1
ΔE to the lowest compared entry with this formula, charge and spin = 16.29 kcal/mol
Maximum force = 0.47 eV/A

```
30
Properties=species:S:1:pos:R:3:forces:R:3:nbo_charge:R:1
C -1.6530 -3.0192 1.1979 0.159 -0.117 0.173 -0.257
H -1.8688 -2.5798 2.1762 0.019 0.001 -0.030 0.181
O -2.4137 -2.4077 0.1801 -0.209 0.198 -0.230 -0.508
C -2.2502 -1.0784 -0.0409 -0.011 0.165 -0.119 0.390
C -3.0676 -0.5101 -1.0217 0.044 -0.170 0.111 -0.274
C -2.9764 0.8349 -1.3132 0.005 -0.082 0.011 -0.190
C -2.0673 1.6406 -0.6450 0.250 0.094 0.160 -0.213
C -1.2368 1.0766 0.3119 -0.451 -0.031 -0.115 -0.122
C -1.3308 -0.2766 0.6250 -0.056 -0.214 0.061 -0.338
H -0.6910 -0.6791 1.3940 0.090 -0.076 0.052 0.248
C -0.2688 1.9257 1.0673 0.221 0.012 -0.039 0.673
O -0.5972 2.8551 1.7702 -0.258 0.204 0.106 -0.590
N 1.0474 1.5910 0.9301 0.325 0.037 0.087 -0.608
H 1.6829 2.1124 1.5202 -0.161 0.024 -0.021 0.406
C 1.6286 0.6504 0.0218 -0.062 0.114 -0.078 -0.166
C 2.1217 -0.6158 0.7397 0.032 0.034 -0.288 0.406
O 1.6250 -1.1036 1.7123 -0.128 -0.049 0.285 -0.545
S 3.5209 -1.2819 -0.0904 0.265 -0.015 -0.224 0.230
C 3.5249 0.0230 -1.3757 0.074 -0.400 0.172 -0.512
C 2.8182 1.2133 -0.7552 -0.234 -0.073 -0.003 -0.410
H 2.4942 1.9190 -1.5196 -0.013 0.047 0.042 0.231
H 3.4884 1.7300 -0.0641 0.007 0.006 0.000 0.212
H 4.5574 0.2280 -1.6469 -0.029 0.024 -0.044 0.235
H 2.9897 -0.3628 -2.2432 0.048 0.098 -0.037 0.219
H 0.8438 0.3180 -0.6726 0.218 0.012 0.058 0.253
H -1.9966 2.6953 -0.8606 -0.010 0.116 -0.004 0.223
H -3.6219 1.2630 -2.0652 -0.059 0.023 -0.070 0.217
H -3.7726 -1.1472 -1.5318 -0.089 -0.075 -0.065 0.224
H -0.5788 -2.9483 1.0016 -0.037 0.026 0.008 0.184
H -1.9516 -4.0660 1.1976 0.047 0.066 0.039 0.200
```
Positions in Å, forces in eV/Å.